(1)
Molecular formula: C49H48BMoN16O2S4
Method: DFT, ωB97M-V/def2-TZVPD

Summary:
Energy relative to the best compared isomer or geometry (same formula, charge and spin)   0.00 kJ/mol
<S²>   4.0122
Electronic energy   -4608.5579 Ha
HOMO-LUMO gap (alpha / beta)   6.6 / 6.4 eV
Maximum force   0.64 eV/Å

ORCA input file:
```
! wB97M-V def2-TZVPD RIJCOSX def2/J DEFGRID3
* xyz 0 4
Mo 0.119 1.827 0.025
C -0.694 5.215 1.175
C -0.353 4.183 2.195
C -0.313 4.387 3.578
C 0.044 3.174 4.114
N 0.196 2.298 3.107
N -0.037 2.914 1.922
B 0.847 0.914 3.127
N 2.209 1.034 2.406
C 3.471 1.075 2.874
C 4.320 1.317 1.823
C 3.481 1.458 0.709
C 3.890 1.772 -0.687
N 2.212 1.307 1.074
N -0.014 -0.139 2.353
C -0.248 -1.385 2.790
C -0.689 -2.143 1.732
C -0.705 -1.275 0.641
C -1.108 -1.654 -0.742
N -0.306 -0.059 1.028
N 0.975 0.383 4.547
C 1.881 -0.466 5.091
C 1.401 -0.879 6.307
C 0.151 -0.235 6.433
C -0.835 -0.328 7.551
N -0.099 0.507 5.369
H -1.767 5.415 1.172
H -0.185 6.146 1.426
H -0.394 4.919 0.176
H -0.508 5.307 4.101
H 0.183 2.863 5.132
H 3.687 0.957 3.921
H 5.391 1.411 1.852
H 4.311 2.777 -0.737
H 4.648 1.064 -1.028
H 3.038 1.744 -1.363
H -0.086 -1.650 3.820
H -0.976 -3.177 1.736
H -2.101 -2.107 -0.732
H -1.123 -0.801 -1.409
H -0.412 -2.395 -1.140
H 2.778 -0.754 4.571
H 1.876 -1.545 7.007
H -0.338 -0.582 8.487
H -1.357 0.619 7.677
H -1.583 -1.096 7.349
C 1.554 -0.375 -5.169
N 0.895 0.342 -4.084
C 1.236 0.382 -2.797
N 0.234 0.875 -2.086
C -0.713 1.153 -3.028
N -0.351 0.836 -4.242
C 0.806 -1.638 -5.528
C 0.202 -1.748 -6.773
C -0.606 -2.844 -7.072
C -0.840 -3.810 -6.108
C -0.230 -3.697 -4.858
C 0.605 -2.629 -4.583
C -0.586 -4.664 -3.827
N -1.522 -5.551 -3.869
N -1.540 -6.159 -2.615
C -0.614 -5.586 -1.926
O 0.037 -4.634 -2.632
C -0.258 -5.796 -0.529
C -1.164 -6.423 0.323
C -0.848 -6.554 1.667
C 0.364 -6.073 2.151
C 1.286 -5.492 1.287
C 2.633 -5.045 1.805
N 3.262 -4.079 0.919
C 2.872 -2.827 0.613
N 3.575 -2.358 -0.396
C 4.398 -3.400 -0.690
N 4.237 -4.465 0.070
C 0.966 -5.352 -0.052
H 2.572 -0.573 -4.834
H 1.588 0.290 -6.031
H 2.176 0.020 -2.409
H -1.669 1.593 -2.794
H 0.345 -0.965 -7.506
H -1.076 -2.922 -8.042
H -1.501 -4.644 -6.298
H 1.056 -2.543 -3.600
H -2.108 -6.774 -0.069
H -1.553 -7.018 2.344
H 0.599 -6.166 3.205
H 3.321 -5.890 1.849
H 2.548 -4.626 2.808
H 2.090 -2.307 1.144
H 5.134 -3.371 -1.476
H 1.669 -4.894 -0.737
O 2.972 8.584 -2.331
C 2.745 7.539 -1.789
S 1.815 6.231 -2.556
C 1.881 5.079 -1.244
C 2.588 5.476 -0.099
S 2.867 4.583 1.273
S 3.272 7.106 -0.165
S 1.058 3.624 -1.614
C -3.385 0.614 0.391
C -3.145 2.095 0.098
C -3.451 2.856 1.406
C -1.720 2.416 -0.325
C -4.060 2.590 -1.031
C -4.711 1.714 -1.896
C -5.495 2.184 -2.944
C -5.644 3.544 -3.151
C -4.997 4.432 -2.301
C -4.216 3.958 -1.261
H -2.850 0.321 1.293
H -3.049 -0.021 -0.426
H -4.448 0.428 0.556
H -2.836 2.461 2.217
H -4.503 2.725 1.668
H -3.252 3.923 1.327
H -1.720 3.418 -0.779
H -4.616 0.645 -1.762
H -5.988 1.477 -3.599
H -6.256 3.912 -3.964
H -5.097 5.499 -2.452
H -3.712 4.672 -0.622
*
```



(2)
Molecular formula: C4H19N2O6
Method: DFT, ωB97M-V/def2-TZVPD

Summary:
Energy relative to the best compared isomer or geometry (same formula, charge and spin)   70.11 kJ/mol
Electronic energy   -724.5537 Ha
HOMO-LUMO gap   10.5 eV
Maximum force   2.87 eV/Å

ORCA input file:
```
! wB97M-V def2-TZVPD RIJCOSX def2/J DEFGRID3
* xyz 1 1
C -1.374 -0.926 0.766
O -2.009 0.159 1.427
C -0.448 -0.376 -0.408
C 0.783 -1.233 -0.693
C 0.531 -2.295 -1.697
N 1.505 -3.250 -1.794
O -0.451 -2.280 -2.408
N -0.156 1.048 -0.057
H -0.701 -1.444 1.442
H -2.155 -1.633 0.516
H -2.737 0.541 0.900
H -1.086 -0.378 -1.352
H 1.780 -0.748 -0.893
H 0.970 -1.726 0.267
H 1.262 -4.085 -2.333
H 2.169 -3.372 -1.038
H 0.384 1.710 -0.641
H 0.338 1.033 0.847
H -1.012 1.541 0.192
H 3.278 -1.772 3.116
H 3.941 -1.975 1.827
O 3.309 -1.367 2.242
H -1.015 4.643 -0.706
H -1.696 3.317 -1.188
O -0.854 3.731 -0.967
H -3.756 3.458 -0.375
H -4.255 2.328 -1.312
O -3.680 2.477 -0.539
H 2.294 1.584 2.041
H 2.698 0.271 1.561
O 2.145 1.018 1.257
*
```



(3)
Molecular formula: C2HO3Sr
Method: DFT, ωB97M-V/def2-TZVPD

Summary:
Energy relative to the best compared isomer or geometry (same formula, charge and spin)   18.03 kJ/mol
<S²>   0.7525
Electronic energy   -332.6019 Ha
HOMO-LUMO gap (alpha / beta)   8.5 / 12.4 eV
Maximum force   3.47 eV/Å

ORCA input file:
```
! wB97M-V def2-TZVPD RIJCOSX def2/J DEFGRID3
* xyz 2 2
H 0.384 -3.070 -0.895
O 0.171 -1.135 -1.560
O -0.355 1.381 2.780
O -0.152 1.831 0.532
C 0.105 -2.003 -0.746
C -0.269 1.752 1.696
Sr 0.117 1.244 -1.808
*
```



(4)
Molecular formula: C37H65F3N7OPtSbSe
Method: DFT, ωB97M-V/def2-TZVPD

Summary:
Energy relative to the best compared isomer or geometry (same formula, charge and spin)   77.00 kJ/mol
<S²>   6.0125
Electronic energy   -4967.3591 Ha
HOMO-LUMO gap (alpha / beta)   8.5 / 5.5 eV
Maximum force   0.84 eV/Å

ORCA input file:
```
! wB97M-V def2-TZVPD RIJCOSX def2/J DEFGRID3
* xyz 2 5
Pt 0.239 1.574 0.438
F 0.469 -0.598 2.426
C 0.788 0.738 2.321
F 0.125 1.373 3.330
H 1.862 0.816 2.512
C 6.095 -0.322 -0.128
N 4.843 0.244 -0.609
C 4.192 -0.451 -1.706
C 4.080 1.086 0.157
O 2.842 0.942 0.185
N 4.744 2.049 0.847
C 4.079 2.826 1.864
C 6.046 2.563 0.453
H 5.978 -1.402 0.004
H 6.359 0.104 0.834
H 6.916 -0.148 -0.826
H 4.730 -1.376 -1.904
H 4.207 0.149 -2.619
H 3.155 -0.677 -1.458
H 3.029 2.550 1.913
H 4.159 3.884 1.612
H 4.544 2.674 2.841
H 6.347 2.149 -0.504
H 6.812 2.341 1.198
H 5.977 3.648 0.349
C -5.303 0.083 2.354
N -5.040 0.512 0.992
C -3.879 0.983 0.507
Se -2.305 1.168 1.494
N -4.072 1.288 -0.791
C -5.392 1.035 -1.156
C -6.078 1.187 -2.350
C -7.414 0.827 -2.343
C -8.037 0.333 -1.190
C -7.347 0.182 0.000
C -6.010 0.547 -0.012
H -4.371 0.106 2.915
H -5.702 -0.929 2.343
H -6.024 0.755 2.818
H -3.351 1.674 -1.379
H -5.601 1.572 -3.240
H -7.992 0.932 -3.249
H -9.081 0.063 -1.231
H -7.831 -0.196 0.888
C -1.768 3.742 -1.368
N -0.751 4.737 -1.131
C -0.102 5.260 -2.327
C -0.108 4.759 0.068
N -0.037 3.675 0.809
N 0.408 5.950 0.461
C -0.164 7.226 0.042
C 1.276 6.040 1.619
H -2.486 4.158 -2.078
H -2.265 3.527 -0.423
H -1.358 2.808 -1.784
H 0.305 4.437 -2.922
H 0.709 5.926 -2.058
H -0.819 5.810 -2.936
H 0.272 3.868 1.756
H -1.004 7.063 -0.625
H 0.587 7.836 -0.462
H -0.517 7.766 0.923
H 1.960 5.200 1.640
H 0.707 6.071 2.554
H 1.860 6.955 1.547
F -0.324 0.004 -5.479
C -0.181 0.293 -4.172
C -1.189 -0.067 -3.296
C -1.038 0.236 -1.947
C 0.100 0.905 -1.496
C 1.110 1.235 -2.401
C 0.970 0.936 -3.750
H -2.069 -0.570 -3.675
H -1.826 -0.025 -1.250
H 2.010 1.727 -2.057
H 1.733 1.190 -4.473
C -0.888 -4.129 -2.023
C 0.441 -4.287 -1.300
C 1.549 -3.574 -2.069
C 0.756 -5.766 -1.103
Sb 0.306 -3.201 0.639
C 2.105 -3.541 1.892
C 2.677 -4.914 1.568
C 1.729 -3.462 3.363
C 3.095 -2.447 1.508
C -1.630 -3.639 1.623
C -1.642 -3.097 3.045
C -1.818 -5.152 1.610
C -2.715 -2.924 0.821
H -0.761 -4.507 -3.042
H -1.197 -3.091 -2.098
H -1.683 -4.710 -1.565
H 1.645 -4.037 -3.055
H 2.517 -3.660 -1.573
H 1.324 -2.516 -2.221
H 0.679 -6.248 -2.082
H 0.058 -6.274 -0.445
H 1.762 -5.939 -0.742
H 1.976 -5.725 1.763
H 3.546 -5.074 2.214
H 3.027 -4.981 0.541
H 1.130 -4.314 3.673
H 1.214 -2.542 3.625
H 2.658 -3.497 3.939
H 3.449 -2.570 0.485
H 3.961 -2.522 2.171
H 2.680 -1.446 1.607
H -0.979 -3.639 3.708
H -2.656 -3.222 3.434
H -1.402 -2.036 3.087
H -1.040 -5.674 2.170
H -1.867 -5.563 0.606
H -2.771 -5.379 2.097
H -2.578 -1.841 0.845
H -3.679 -3.147 1.286
H -2.772 -3.252 -0.210
*
```



(5)
Molecular formula: C42H46CoN6O2P2
Method: DFT, ωB97M-V/def2-TZVPD

Summary:
<S²>   3.7582
Electronic energy   -4172.3616 Ha
HOMO-LUMO gap (alpha / beta)   7.3 / 6.9 eV
Maximum force   4.35 eV/Å

ORCA input file:
```
! wB97M-V def2-TZVPD RIJCOSX def2/J DEFGRID3
* xyz 0 4
Co -0.488 -2.135 -1.992
C -1.199 2.908 -0.909
C -1.788 2.338 -1.987
C -1.127 1.767 -3.230
C 0.019 0.746 -3.044
C 1.393 1.352 -2.945
C 1.659 2.499 -2.329
C 0.805 3.730 -2.265
C 0.014 3.793 -0.942
C 1.000 -3.428 -1.241
H -1.686 2.841 0.083
H -2.838 2.025 -1.942
H -0.787 2.561 -3.895
H -1.919 1.288 -3.830
H -0.181 0.150 -2.110
H 0.002 0.052 -3.912
H 2.244 0.693 -3.220
H 2.659 2.649 -1.891
H 0.088 3.779 -3.090
H 1.436 4.641 -2.342
H 0.662 3.543 -0.091
H -0.280 4.849 -0.788
H 0.459 -3.555 -0.264
H 2.006 -2.964 -1.102
H 1.088 -4.447 -1.694
P 1.505 -1.071 -6.081
P -2.368 -0.315 -5.971
N 2.763 0.085 -6.633
N 1.995 -2.239 -7.379
N -2.427 1.274 -6.683
N -3.743 -0.878 -7.083
C 0.248 -0.260 -7.118
C -1.091 -1.010 -7.110
C 3.941 0.270 -5.909
C 4.836 1.019 -6.673
C 4.204 1.290 -7.925
C 2.941 0.708 -7.870
C 2.382 -3.542 -7.068
C 2.697 -4.231 -8.240
C 2.515 -3.315 -9.328
C 2.085 -2.110 -8.768
C -2.788 2.477 -6.037
C -2.456 3.541 -6.869
C -1.839 2.992 -8.038
C -1.920 1.619 -7.937
C -4.449 -0.286 -8.133
C -5.353 -1.206 -8.674
C -5.144 -2.444 -7.984
C -4.126 -2.225 -7.058
H 0.565 -0.235 -8.170
H 0.181 0.786 -6.789
H -1.492 -1.015 -8.140
H -0.977 -2.079 -6.855
H 4.027 -0.148 -4.917
H 5.830 1.335 -6.364
H 4.625 1.807 -8.786
H 2.170 0.723 -8.623
H 2.390 -3.856 -6.036
H 3.028 -5.263 -8.309
H 2.687 -3.502 -10.387
H 1.837 -1.196 -9.283
H -3.239 2.476 -5.042
H -2.670 4.593 -6.691
H -1.380 3.494 -8.873
H -1.600 0.882 -8.650
H -4.266 0.735 -8.432
H -6.088 -1.002 -9.450
H -5.672 -3.381 -8.144
H -3.642 -2.908 -6.374
O -1.914 -1.865 -0.427
C -1.321 -1.099 0.378
N -1.719 -0.681 1.641
C -0.620 -0.051 2.334
C 0.348 0.120 1.114
O 1.333 0.862 1.032
N -0.114 -0.605 0.038
C -1.013 1.261 3.040
C -0.386 2.493 2.808
C -0.615 3.595 3.655
C -1.510 3.484 4.722
C -2.226 2.288 4.903
C -2.022 1.206 4.030
C -0.076 -1.008 3.418
C 0.580 -0.497 4.553
C 0.896 -1.332 5.638
C 0.629 -2.709 5.582
C -0.003 -3.221 4.439
C -0.363 -2.374 3.373
H -2.501 -1.105 2.127
H 0.356 2.573 2.011
H -0.076 4.529 3.460
H -1.665 4.326 5.401
H -2.944 2.193 5.732
H -2.614 0.293 4.190
H 0.759 0.582 4.625
H 1.348 -0.884 6.532
H 0.944 -3.362 6.410
H -0.243 -4.288 4.398
H -0.926 -2.806 2.540
*
```



(6)
Molecular formula: C4H15NO3
Method: DFT, ωB97M-V/def2-TZVPD

Summary:
Energy relative to the best compared isomer or geometry (same formula, charge and spin)   243.40 kJ/mol
<S²>   0.7504
Electronic energy   -441.7550 Ha
HOMO-LUMO gap (alpha / beta)   2.8 / 9.1 eV
Maximum force   4.15 eV/Å

ORCA input file:
```
! wB97M-V def2-TZVPD RIJCOSX def2/J DEFGRID3
* xyz -1 2
C -1.321 1.457 1.065
C 0.072 0.984 1.616
C 0.897 0.476 0.444
C 1.567 -0.636 0.651
N -2.124 0.367 0.321
H -1.076 2.342 0.562
H -2.057 1.652 1.828
H 0.001 0.179 2.293
H 0.652 1.907 1.874
H 1.119 1.243 -0.298
H 1.610 -1.301 1.545
H 2.278 -1.228 -0.003
H -2.001 0.458 -0.687
H -2.025 -0.462 0.892
H 2.677 0.537 -1.738
H 1.788 0.867 -2.856
O 2.242 1.304 -2.165
H -1.080 -3.339 -0.003
H -1.641 -2.526 1.139
O -0.923 -2.615 0.517
H -0.161 -0.162 -1.679
H -0.626 -1.028 -2.796
O 0.131 -0.475 -2.522
*
```



(7)
Molecular formula: HNO4S
Method: DFT, ωB97M-V/def2-TZVPD

Summary:
Energy relative to the best compared isomer or geometry (same formula, charge and spin)   9.78 kJ/mol
Electronic energy   -754.3887 Ha
HOMO-LUMO gap   10.7 eV
Maximum force   3.56 eV/Å

ORCA input file:
```
! wB97M-V def2-TZVPD RIJCOSX def2/J DEFGRID3
* xyz 0 1
N 0.190 1.360 -0.374
O -0.860 -1.877 -0.653
O -0.069 -1.415 1.633
O 1.003 0.468 -0.376
O -0.233 2.035 -1.229
S 0.078 -2.149 0.401
H -0.110 1.577 0.598
*
```



(8)
Molecular formula: C7H14N2
Method: DFT, ωB97M-V/def2-TZVPD

Summary:
Energy relative to the best compared isomer or geometry (same formula, charge and spin)   275.60 kJ/mol
Electronic energy   -384.5269 Ha
HOMO-LUMO gap   9.2 eV
Maximum force   4.20 eV/Å

ORCA input file:
```
! wB97M-V def2-TZVPD RIJCOSX def2/J DEFGRID3
* xyz 0 1
C 1.255 0.685 -0.149
C -0.083 0.892 0.528
C 0.705 2.079 0.103
C 1.266 0.158 -1.568
C 2.456 0.252 0.668
C -3.145 -1.006 -0.158
C -1.716 -0.622 0.048
N -0.970 -1.430 0.985
N -1.308 0.595 -0.065
H -0.142 -0.137 1.463
H -0.028 -1.663 0.697
H -1.405 -2.323 1.185
H 0.362 2.632 -0.763
H 1.188 2.695 0.851
H 2.409 0.659 1.676
H 1.277 -0.937 -1.583
H 0.381 0.486 -2.108
H 2.145 0.511 -2.107
H 3.383 0.596 0.202
H 2.511 -0.837 0.746
H -3.638 -1.284 0.779
H -3.682 -0.159 -0.575
H -3.221 -1.841 -0.856
*
```